The following is a DFT calculation (ωB97M-V/def2-TZVPD) of a single C4H10N2OS molecule.

Computed properties:
HOMO energy = -8.5 eV
Kohn-Sham gap = 9.4 eV
Relative energy (zero: lowest compared OMol25 entry of this formula, charge and spin) = 3.064 eV
Structure (SMILES) = CC(C)N(S)/C=N/O
2S+1 = 1

CARTESIAN COORDINATES (ANGSTROEM)
C -1.08937 -0.87144 -2.13611
C -1.38569 -0.17326 -0.84371
C -1.59015 1.29754 -1.03968
N -0.30809 -0.46914 0.15826
S -0.73097 -0.37033 1.83164
C 0.99938 -0.11024 -0.18175
N 1.90264 0.28987 0.61493
O 3.11243 0.43896 0.00651
H -0.82653 -1.91998 -1.89472
H -1.98102 -0.94855 -2.76982
H -0.30520 -0.44197 -2.77299
H -2.30284 -0.53810 -0.33582
H -2.41896 1.52437 -1.73203
H -1.79004 1.83329 -0.10554
H -0.69587 1.79484 -1.43823
H -0.50432 0.92782 2.01333
H 1.23251 -0.23919 -1.26948
H 3.62149 0.82034 0.74214

The following is a DFT calculation (ωB97M-V/def2-TZVPD) of a molecular structure, C17H34Cl13FN4O3P.

Computed properties:
HOMO energy = -11.7 eV
Kohn-Sham gap = 6.8 eV
Total charge = +1
2S+1 = 1

CARTESIAN COORDINATES (ANGSTROEM)
N -6.66190 0.72476 7.65886
P -6.09084 -0.64002 7.19366
O -5.70813 -1.53007 8.46924
O -7.12575 -1.54358 6.42026
C -4.52020 -0.46556 6.21948
C -3.55429 0.76743 6.50532
N -2.88490 1.01725 5.20962
C -3.20498 -0.15102 4.49925
N -2.43598 -0.86274 3.78063
C -2.91236 -2.09867 3.12437
C -2.20042 -2.27824 1.78944
O -2.31004 -3.25263 1.14039
Cl -1.12712 -0.85414 1.25505
N -4.58398 -0.44252 4.76683
F -5.37650 0.56453 4.24108
H -6.09015 1.47788 7.28736
H -4.99680 -1.03495 8.90299
H -7.64399 -1.00217 5.80759
H -3.88724 -1.33761 6.44170
H -2.82686 0.34902 7.20963
H -3.93822 1.64622 7.01965
H -3.25322 1.84139 4.73967
H -1.46473 -0.54614 3.70936
H -3.97726 -2.01023 2.90830
H -2.71335 -2.94671 3.78186
Cl 2.65815 -4.56964 2.83035
C 2.96460 -3.18057 1.75445
C 3.04662 -1.88371 2.51496
Cl 1.45915 -1.40633 3.19702
H 2.17599 -3.15474 1.00567
H 3.91057 -3.36800 1.25009
H 3.35621 -1.08385 1.84427
H 3.75885 -1.93960 3.33369
Cl 0.17664 -0.58263 -3.10512
C -0.59728 -2.16262 -3.40307
C -1.75929 -2.38711 -2.47513
Cl -1.19361 -2.59477 -0.78718
H 0.15649 -2.93854 -3.28482
H -0.92903 -2.16416 -4.43767
H -2.29123 -3.29581 -2.75343
H -2.46427 -1.55995 -2.50276
Cl 4.48841 -2.39184 -1.58923
C 3.14996 -2.72888 -2.71897
C 3.63705 -3.14154 -4.08561
Cl 4.42739 -1.80469 -4.95543
H 2.52858 -1.83695 -2.76791
H 2.56396 -3.53664 -2.27931
H 2.79013 -3.45837 -4.69373
H 4.34320 -3.96620 -4.02461
Cl 4.24095 0.68680 -2.18884
C 4.06553 2.29230 -2.95080
C 4.48514 2.26950 -4.39948
Cl 6.24172 2.02435 -4.60419
H 4.64394 3.00331 -2.37256
H 3.01406 2.56814 -2.87867
H 4.24421 3.22047 -4.87193
H 3.97223 1.47677 -4.94016
Cl 5.83017 5.20928 -3.16796
C 5.59800 6.85654 -2.52903
C 4.69043 6.87248 -1.32618
Cl 3.00531 6.46503 -1.74855
H 5.20856 7.47643 -3.33273
H 6.58180 7.23193 -2.25223
H 4.67587 7.87023 -0.89061
H 5.02527 6.17085 -0.56624
Cl -0.34971 -0.36709 -7.70637
C -1.78452 0.65467 -7.43820
C -2.27139 0.57476 -6.01522
Cl -2.95528 -1.03016 -5.63189
H -2.55406 0.34782 -8.14225
H -1.49510 1.67858 -7.66890
H -3.06419 1.30330 -5.85292
H -1.47010 0.77659 -5.30785

The following is a DFT calculation (ωB97M-V/def2-TZVPD) of a single C3H5NO2 molecule.

Computed properties:
HOMO energy = -10.3 eV
Kohn-Sham gap = 11.1 eV
Relative energy (zero: lowest compared OMol25 entry of this formula, charge and spin) = 0.856 eV
Structure (SMILES) = [H]/N=C(/C)OC=O
2S+1 = 1

CARTESIAN COORDINATES (ANGSTROEM)
H -1.89634 -0.26662 0.14725
N -1.21114 -0.50780 0.86983
C -0.06393 -0.19092 0.45297
C 1.24707 -0.40000 1.16313
O 0.19083 0.40617 -0.78822
C -0.77969 0.68265 -1.68337
O -1.96699 0.53964 -1.54554
H 1.78328 0.55176 1.23180
H 1.90495 -1.06676 0.59290
H 1.10989 -0.82719 2.16070
H -0.31792 1.07908 -2.60144

The following is a DFT calculation (ωB97M-V/def2-TZVPD) of 2 unconnected molecules or ions with the total composition C4H12.

Computed properties:
HOMO energy = -11.6 eV
Kohn-Sham gap = 12.8 eV
Relative energy (zero: lowest compared OMol25 entry of this formula, charge and spin) = 0.383 eV
Structure (SMILES) = CC.CC
2S+1 = 1

CARTESIAN COORDINATES (ANGSTROEM)
C -0.78391 1.80724 0.58882
C -1.71160 1.23796 1.67643
H 0.12447 1.22603 0.60165
H -1.30341 1.76463 -0.37624
H -0.70314 2.89682 0.63520
H -2.74044 1.55591 1.51407
H -1.44743 1.63425 2.65490
H -1.65859 0.15313 1.64225
C 0.98656 -0.86641 -1.40342
C 1.59447 -2.15397 -0.81797
H 1.72995 -0.33113 -1.98919
H 0.23525 -1.24482 -2.10463
H 0.48029 -0.20286 -0.71527
H 0.93797 -2.67051 -0.10707
H 2.47710 -1.87558 -0.24433
H 1.78246 -2.93069 -1.55522

The following is a DFT calculation (ωB97M-V/def2-TZVPD) of a molecular structure, C26H21Cl3IIrN6O6S.

Computed properties:
HOMO energy = -8.2 eV
Kohn-Sham gap = 7.4 eV
Relative energy (zero: lowest compared OMol25 entry of this formula, charge and spin) = 0.666 eV
2S+1 = 1

CARTESIAN COORDINATES (ANGSTROEM)
Ir 0.54958 -0.93025 0.71435
C -0.93406 1.07004 -3.15401
C -1.66037 1.46870 -1.90703
N -2.78696 2.11943 -2.00130
C -3.45632 2.45124 -0.87422
C -3.02670 2.12805 0.38068
C -3.86768 2.53569 1.56377
O -3.19525 3.41138 2.46795
C -1.81224 1.39681 0.52171
C -1.33542 1.10698 1.84731
N -0.38714 0.29416 2.15191
C 0.03257 0.21933 3.50669
C -0.87506 0.16530 4.55607
C -0.41984 0.13326 5.86495
C 0.94050 0.13561 6.13258
C 1.85336 0.15862 5.08686
C 1.39053 0.20004 3.78572
I 2.68927 0.16737 2.14842
C -1.08702 1.07235 -0.64219
O 0.05165 0.44707 -0.70844
H -1.42775 1.50945 -4.01737
H -0.92690 -0.01939 -3.25344
H 0.10741 1.38140 -3.11611
H -4.38456 2.99294 -1.01556
H -4.15889 1.66685 2.15647
H -4.78613 3.00070 1.19695
H -2.93705 4.20246 1.98307
H -1.76636 1.70350 2.64775
H -1.93384 0.11428 4.33849
H -1.13340 0.08437 6.67621
H 1.29731 0.09912 7.15297
H 2.91634 0.13677 5.28612
N 2.21556 3.16264 -5.32356
C 2.46774 2.13351 -4.43670
C 2.61523 2.39982 -3.06936
C 2.81405 1.36872 -2.17543
C 2.87596 0.05823 -2.63563
C 2.72465 -0.22354 -3.98573
C 2.52260 0.80939 -4.88128
S 3.14697 -1.24652 -1.49544
O 3.89378 -0.70446 -0.38818
O 3.63453 -2.37936 -2.21708
N 1.69223 -1.63582 -0.85020
C 0.65600 -2.22055 -1.49235
N 0.54282 -2.66553 -2.73042
C -0.64140 -3.19978 -3.02826
C -1.71603 -3.27347 -2.15230
C -1.54652 -2.72299 -0.89193
N -0.36252 -2.23198 -0.57451
H 2.46449 4.08986 -5.02449
H 2.40405 2.98204 -6.29468
H 2.56875 3.42294 -2.71581
H 2.93633 1.57347 -1.12050
H 2.77463 -1.25054 -4.32113
H 2.40625 0.59579 -5.93696
H -0.74044 -3.58216 -4.03820
H -2.65363 -3.71511 -2.45112
H -2.31423 -2.66952 -0.13024
Cl 0.29101 -3.33369 5.19630
C -0.05778 -4.08838 3.61816
Cl 1.31523 -5.08441 3.12550
Cl -1.49260 -5.10225 3.75786
C -0.30524 -2.90230 2.61951
O -1.45008 -2.54978 2.41809
O 0.78809 -2.43785 2.14875

The following is a DFT calculation (ωB97M-V/def2-TZVPD) of a molecular structure, C25H43Cl2N6NdO4Si.

Computed properties:
HOMO energy (alpha / beta) = -7.0 / -7.0 eV
Kohn-Sham gap (alpha / beta) = 6.6 / 6.6 eV
Relative energy (zero: lowest compared OMol25 entry of this formula, charge and spin) = 3.257 eV
2S+1 = 4

CARTESIAN COORDINATES (ANGSTROEM)
C 0.21225 4.10962 -2.32406
C 1.24043 3.36521 -3.12431
H 0.73842 4.81412 -1.65756
H -0.46237 3.45301 -1.75309
H -0.38929 4.71858 -3.02857
C 2.21209 4.06170 -3.76122
C 2.43830 5.52981 -3.64541
H 2.88965 3.59148 -4.46770
H 2.51875 5.88098 -2.61094
H 1.66854 6.13879 -4.14124
H 3.38662 5.76247 -4.13732
Nd -2.01064 -0.50653 1.32327
Cl -2.09961 -0.34282 -1.26839
C -1.77278 -3.42373 -0.05884
O -1.54515 -2.75531 0.99781
N -0.88077 -4.24975 -0.58367
C 0.41033 -4.51949 0.06738
C -1.11152 -4.81654 -1.90692
H -2.72167 -3.31600 -0.60808
H 0.27975 -4.47496 1.15477
H 1.18442 -3.80126 -0.25504
H 0.72586 -5.53150 -0.23183
H -2.19565 -4.87824 -2.07997
H -0.67490 -5.81871 -1.95060
H -0.66262 -4.19331 -2.69780
H -2.99724 -4.38396 4.80426
H -5.32101 -3.11818 5.81346
C -2.47783 -3.49304 5.18237
C -4.49982 -2.52206 6.23997
N -3.40460 -2.37463 5.29793
H -1.66557 -3.20453 4.51589
C -3.42181 -1.42026 4.37814
O -2.66492 -1.43794 3.36957
H -4.87966 -1.52568 6.48594
H -4.15197 -0.61206 4.52973
H -2.10304 -3.72806 6.18298
H -4.09570 -3.02583 7.12525
H -0.32238 4.12109 5.11822
H 0.83343 2.81875 1.94093
C 0.43466 3.32752 5.14217
C 1.34268 2.73061 2.90497
N 0.36667 2.48739 3.95833
H 0.31068 2.75281 6.06527
C -0.55529 1.54174 3.80590
O -0.78161 0.99631 2.68029
H 2.08416 1.91431 2.87295
H -1.12119 1.24945 4.70814
H 1.41552 3.81405 5.13561
H 1.84878 3.66583 3.15324
O 0.50920 1.11705 -2.33552
C 0.90164 1.89755 -3.45546
C 3.30436 1.30633 -4.06961
C 1.93943 1.23336 -4.32748
H 3.66656 1.91863 -3.23923
C 4.20840 0.60196 -4.88019
H -0.01128 1.95417 -4.07345
C 1.45666 0.52713 -5.43200
H 5.28738 0.67411 -4.68901
C 3.72226 -0.12675 -5.97512
C 2.34959 -0.15865 -6.25744
H 0.38331 0.53331 -5.60132
H 4.42418 -0.64087 -6.63425
H 1.95456 -0.67059 -7.13913
Si 1.61140 0.30318 -1.19022
Cl 1.87266 2.22618 -0.24271
C 3.54917 0.27757 -1.02861
C 1.46145 -1.35871 -2.30651
C 0.99926 -0.75612 0.32175
H 4.06148 0.07122 -1.97228
H 3.81131 -0.47302 -0.26960
H 3.96715 1.22511 -0.66102
H 0.63611 -0.19584 1.21495
H 1.86102 -1.32469 0.70144
H 0.27834 -1.50012 -0.05708
H 2.04819 -1.20716 -3.22258
H 0.40682 -1.47701 -2.60036
H 1.78938 -2.30934 -1.85772
N -4.29499 0.05646 1.19990
C -5.31377 -0.10995 1.77997
N -6.46625 -0.18215 2.30258
C -6.77192 -1.04087 3.24468
N -7.15435 -1.76268 4.09049

The following is a DFT calculation (ωB97M-V/def2-TZVPD) of a single C6H7NO molecule.

Computed properties:
HOMO energy = -8.9 eV
Kohn-Sham gap = 9.9 eV
Relative energy (zero: lowest compared OMol25 entry of this formula, charge and spin) = 5.075 eV
Structure (SMILES) = C1=C[C@H]2CON=C2C1
2S+1 = 1

CARTESIAN COORDINATES (ANGSTROEM)
C 0.00532 -0.71708 1.59091
C 1.11510 -0.37414 0.88392
C 0.49217 0.62953 -0.18673
C 0.82894 0.49538 -1.57199
O -0.37284 0.64528 -2.12168
N -1.34488 -0.03056 -1.40130
C -0.83443 0.14109 -0.22379
C -1.49390 -0.45475 0.97080
H 0.19707 -1.56697 2.36732
H 2.11433 -0.49461 1.03167
H 0.61311 1.59491 0.05878
H 1.40359 1.40247 -2.10636
H 1.39053 -0.38097 -2.04983
H -1.93784 0.39897 1.70765
H -2.17626 -1.28854 1.05062

The following is a DFT calculation (ωB97M-V/def2-TZVPD) of a molecular structure, C3H6N2O2S.

Computed properties:
HOMO energy = -9.1 eV
Kohn-Sham gap = 9.7 eV
Relative energy (zero: lowest compared OMol25 entry of this formula, charge and spin) = 4.546 eV
2S+1 = 1

CARTESIAN COORDINATES (ANGSTROEM)
C 1.15668 0.61803 -0.05480
C 0.55989 1.43020 -0.90877
C -0.96395 -0.45904 0.20401
N 0.39704 -0.30970 0.62289
N 1.10385 -1.41542 1.11470
O -1.90259 1.90470 -0.18443
O -1.61384 0.47360 -2.14694
S -1.11827 0.94200 -0.87430
H 2.13579 0.42600 0.20308
H 0.72813 2.15365 -1.64629
H -1.24908 -1.33336 -0.31369
H -1.51486 -0.41427 1.16931
H 1.14967 -1.61787 2.16568
H 1.13155 -2.39851 0.64955